(1)
The following is a quantum chemistry calculation of a molecular structure, C23H28IN6OS5Ti in a non-equilibrium geometry, from OMol25.

The geometry in XYZ format:
```
65
C23H28IN6OS5Ti (wB97M-V/def2-TZVPD)
Ti -0.416 0.224 -0.026
C -1.979 2.254 3.521
C -0.504 1.920 3.665
S 0.079 0.475 2.743
C -0.647 -0.873 3.690
C -0.294 -2.189 3.020
S -0.771 -2.257 1.276
C -2.530 -2.681 1.372
C -3.308 -2.047 0.229
S -3.136 -0.252 0.147
C -3.948 0.265 1.675
C -4.036 1.781 1.739
S -2.427 2.601 1.805
H -2.197 3.140 4.116
H -2.597 1.442 3.902
H -0.255 1.730 4.710
H 0.120 2.756 3.348
H -1.726 -0.747 3.776
H -0.215 -0.841 4.691
H -0.781 -3.027 3.517
H 0.780 -2.373 3.047
H -2.915 -2.363 2.341
H -2.610 -3.766 1.317
H -4.371 -2.272 0.316
H -2.980 -2.427 -0.740
H -3.402 -0.125 2.532
H -4.948 -0.174 1.662
H -4.608 2.077 2.618
H -4.562 2.189 0.875
N 3.343 -1.076 -2.030
C 3.235 -2.196 -2.865
C 4.127 -2.378 -3.913
C 3.979 -3.486 -4.723
C 2.947 -4.409 -4.501
C 2.058 -4.230 -3.464
C 2.203 -3.113 -2.636
S 1.160 -2.942 -1.282
N 1.404 -1.396 -0.730
C 2.454 -0.700 -1.115
C 2.644 0.618 -0.444
C 3.879 1.220 -0.319
C 3.977 2.426 0.367
C 2.826 2.978 0.897
C 1.630 2.303 0.732
N 1.521 1.138 0.079
H 4.108 -0.445 -2.233
H 4.922 -1.665 -4.094
H 4.671 -3.641 -5.540
H 2.848 -5.271 -5.147
H 1.262 -4.943 -3.290
H 4.775 0.756 -0.709
H 4.935 2.913 0.487
H 2.844 3.918 1.432
H 0.706 2.730 1.104
I -0.181 5.383 -3.704
C -0.860 3.829 -2.562
C -2.149 3.354 -2.453
N -2.122 2.325 -1.594
N -0.882 2.092 -1.112
C -0.114 3.011 -1.719
H -3.067 3.672 -2.921
H -2.892 1.733 -1.323
H 0.947 3.059 -1.546
O -1.104 -1.442 -2.371
N -0.851 -0.565 -1.641
```

**Multiplicity**: 3
**Charge**: +3
**Relative energy (zero: lowest compared OMol25 entry of this formula, charge and spin)**: 0.0000 eV
**E_tot**: -120660.96213 eV
**Highest occupied orbital energy (alpha / beta)**: -15.62 / -15.62 eV

***

(2)
The following is a quantum chemistry calculation of C23H28N2O3S in the gas phase in a non-equilibrium geometry, from OMol25.

The geometry in XYZ format:
```
57
C23H28N2O3S (wB97M-V/def2-TZVPD)
C -6.381 -1.410 1.729
C -5.936 -1.266 0.277
C -4.536 -0.640 0.127
C -4.102 -0.626 -1.360
C -4.974 0.233 -2.268
C -4.523 0.768 0.758
C -3.489 1.752 0.217
O -3.821 2.721 -0.436
N -2.215 1.450 0.568
C -1.050 2.162 0.268
C -1.072 3.495 -0.132
C 0.121 4.150 -0.384
C 1.331 3.502 -0.245
C 1.373 2.161 0.148
C 2.620 1.432 0.267
C 3.835 1.986 0.420
C 5.040 1.220 0.470
N 5.157 -0.046 0.249
C 6.433 -0.483 0.337
C 6.758 -1.905 0.042
C 5.663 -2.910 0.452
C 5.310 -3.131 -1.025
C 6.520 -2.283 -1.440
C 7.343 0.488 0.650
S 6.579 2.013 0.833
C 0.168 1.504 0.398
C -3.526 -1.544 0.816
O -2.632 -1.176 1.542
O -3.682 -2.830 0.510
H -6.489 -0.439 2.205
H -7.344 -1.912 1.769
H -5.668 -1.997 2.302
H -6.656 -0.642 -0.252
H -5.928 -2.249 -0.196
H -4.111 -1.657 -1.724
H -3.073 -0.263 -1.419
H -4.975 1.269 -1.943
H -5.996 -0.133 -2.298
H -4.574 0.197 -3.278
H -5.496 1.231 0.590
H -4.363 0.672 1.834
H -2.079 0.572 1.064
H -2.014 4.003 -0.251
H 0.100 5.184 -0.696
H 2.248 4.026 -0.466
H 2.556 0.353 0.234
H 3.959 3.055 0.520
H 7.760 -2.131 0.410
H 4.869 -2.479 1.056
H 6.058 -3.793 0.948
H 4.361 -2.682 -1.307
H 5.329 -4.166 -1.362
H 6.298 -1.441 -2.092
H 7.337 -2.859 -1.869
H 8.403 0.391 0.776
H 0.180 0.468 0.710
H -3.004 -3.369 0.947
```

**SMILES**: CCC(CC)(CC(=O)Nc1cccc(/C=C/c2nc(C3CCC3)cs2)c1)C(=O)O
**Relative energy (zero: lowest compared OMol25 entry of this formula, charge and spin)**: 1.1178 eV
**E_tot**: -44264.19529 eV
**Highest occupied orbital energy**: -7.80 eV

***

(3)
The following is a quantum chemistry calculation of a molecular structure, C23H28N4Pd in a non-equilibrium geometry, from OMol25.

The geometry in XYZ format:
```
56
C23H28N4Pd (wB97M-V/def2-TZVPD)
Pd -0.007 0.719 0.514
C -2.472 -1.676 0.210
C -3.143 -1.296 -1.114
C -2.292 -0.410 -2.053
N -1.570 0.616 -1.350
C -2.190 1.647 -0.825
C -3.525 2.055 -1.020
C -4.331 2.690 -0.091
C -4.093 2.864 1.270
C -2.908 2.698 1.988
C -1.631 2.529 1.483
C -1.260 2.376 0.107
N -0.037 2.758 -0.194
C 0.543 2.789 -1.508
C 2.061 2.595 -1.331
C 2.495 1.122 -1.414
N 1.979 0.249 -0.389
C 2.794 -0.556 0.306
C 4.125 -0.234 0.589
C 5.158 -1.042 1.121
C 5.190 -2.392 1.317
C 4.137 -3.326 1.137
C 2.809 -3.037 0.928
C 2.168 -1.815 0.736
N 0.756 -1.860 0.862
C -0.028 -2.347 -0.266
C -1.439 -2.810 0.115
H -3.262 -1.974 0.904
H -2.001 -0.770 0.628
H -4.057 -0.750 -0.871
H -3.426 -2.199 -1.656
H -2.965 0.021 -2.807
H -1.548 -1.020 -2.576
H -3.982 1.787 -1.968
H -5.324 2.958 -0.432
H -4.938 3.196 1.858
H -2.973 2.828 3.061
H -0.793 2.749 2.151
H 0.347 3.786 -1.930
H 0.141 2.039 -2.211
H 2.343 3.006 -0.356
H 2.595 3.141 -2.110
H 3.592 1.077 -1.451
H 2.121 0.727 -2.373
H 4.402 0.799 0.425
H 6.076 -0.508 1.341
H 6.125 -2.816 1.657
H 4.404 -4.368 1.249
H 2.134 -3.889 0.964
H 0.538 -3.173 -0.709
H -0.100 -1.543 -1.022
H -1.383 -3.336 1.070
H -1.782 -3.541 -0.622
C 0.202 -0.993 1.814
H -0.710 -1.394 2.261
H 0.940 -0.746 2.584
```

**Relative energy (zero: lowest compared OMol25 entry of this formula, charge and spin)**: 0.7779 eV
**E_tot**: -33739.02763 eV
**Highest occupied orbital energy (alpha / beta)**: -6.02 / -6.11 eV